Density functional theory data (the ωB97M-V functional and the def2-TZVPD basis) for a single C3H4N2 molecule.

ΔE to the lowest compared entry with this formula, charge and spin = 135.90 kcal per mole
HOMO (alpha / beta) = -8.3 / -8.4 eV
E = -6150.0078 eV
Kohn-Sham gap (alpha / beta) = 7.678 / 7.703 eV
Largest force on an atom = 0.64 eV Å⁻¹
E_LUMO (alpha / beta) = -0.57 / -0.70 eV

Each line ends with the natural charge from an NBO analysis.
Atoms and positions in Å:
N (2.02, 0.42, 0.21)  -0.34
C (-0.95, 0.14, -1.28)  -0.08
C (-1.20, -0.36, -0.02)  -0.38
C (-0.15, -0.06, 0.83)  0.00
N (0.80, 0.67, 0.17)  -0.10
H (2.47, 1.20, -0.29)  0.31
H (-1.21, -0.51, -2.13)  0.15
H (-2.03, -1.02, 0.28)  0.23
H (-0.01, -0.40, 1.86)  0.21


Density functional theory data (the ωB97M-V functional and the def2-TZVPD basis) for a single C3H4N2 molecule.

ΔE to the lowest compared entry with this formula, charge and spin = 124.73 kcal per mole
HOMO (alpha / beta) = -7.6 / -7.6 eV
E = -6150.4920 eV
Kohn-Sham gap (alpha / beta) = 7.686 / 7.684 eV
Largest force on an atom = 0.96 eV Å⁻¹
E_LUMO (alpha / beta) = 0.12 / 0.12 eV

Each line ends with the natural charge from an NBO analysis.
Atoms and positions in Å:
N (-1.50, 1.10, 0.94)  -0.58
C (-0.45, 0.49, 0.77)  0.43
C (0.52, -0.42, 0.52)  -0.27
C (0.33, -0.93, -0.96)  -0.18
N (1.46, -0.17, -0.60)  -0.53
H (0.81, -1.09, 1.32)  0.26
H (-2.25, 0.56, 0.50)  0.38
H (-0.36, -0.33, -1.59)  0.14
H (1.45, 0.80, -0.92)  0.34


Density functional theory data (the ωB97M-V functional and the def2-TZVPD basis) for a single C3H4N2O molecule in a non-equilibrium geometry.

ΔE to the lowest compared entry with this formula, charge and spin = 68.29 kcal per mole
HOMO = -8.5 eV
E = -8200.9240 eV
Kohn-Sham gap = 9.274 eV
Largest force on an atom = 3.32 eV Å⁻¹
E_LUMO = 0.76 eV

Each line ends with the natural charge from an NBO analysis.
Atoms and positions in Å:
C (0.29, -0.16, -0.91)  0.49
C (0.52, -0.61, 0.42)  -0.41
C (-0.37, -0.01, 1.24)  0.03
H (1.45, -0.92, -2.21)  0.34
H (1.24, -1.44, 0.69)  0.24
H (-0.40, 0.13, 2.31)  0.22
H (-1.42, 1.70, 0.81)  0.38
N (0.75, -0.18, -2.13)  -0.70
N (-1.24, 0.76, 0.56)  -0.27
O (-0.83, 0.72, -0.77)  -0.34


Density functional theory data (the ωB97M-V functional and the def2-TZVPD basis) for a single C3H4N2O molecule in a non-equilibrium geometry.

ΔE to the lowest compared entry with this formula, charge and spin = 21.16 kcal per mole
HOMO = -10.3 eV
E = -8202.9678 eV
Kohn-Sham gap = 10.750 eV
Largest force on an atom = 1.17 eV Å⁻¹
E_LUMO = 0.41 eV

Each line ends with the natural charge from an NBO analysis.
Atoms and positions in Å:
O (0.26, -1.91, -0.21)  -0.57
C (0.84, -1.00, -0.76)  0.52
N (0.63, 0.32, -0.51)  -0.62
C (-0.26, 0.77, 0.54)  -0.32
C (-1.48, -0.03, 0.69)  0.27
N (-2.49, -0.56, 0.92)  -0.29
H (1.59, -1.16, -1.56)  0.12
H (1.25, 1.00, -0.94)  0.41
H (0.24, 0.78, 1.52)  0.23
H (-0.58, 1.80, 0.31)  0.25


Density functional theory data (the ωB97M-V functional and the def2-TZVPD basis) for a single C3H4N2O molecule in a non-equilibrium geometry.

ΔE to the lowest compared entry with this formula, charge and spin = 77.89 kcal per mole
HOMO = -9.9 eV
E = -8200.5077 eV
Kohn-Sham gap = 10.797 eV
Largest force on an atom = 4.87 eV Å⁻¹
E_LUMO = 0.85 eV

Each line ends with the natural charge from an NBO analysis.
Atoms and positions in Å:
C (-0.17, -0.91, 1.84)  -0.66
C (-0.06, -0.40, 0.53)  0.03
C (0.05, -0.90, -0.73)  0.03
H (-0.17, -2.03, 2.05)  0.24
H (0.61, -0.38, 2.37)  0.25
H (-0.98, -0.28, 2.53)  0.25
H (-0.04, -1.84, -1.23)  0.23
N (0.06, 1.28, -0.83)  0.13
N (-0.18, 0.99, 0.36)  -0.23
O (0.31, 0.23, -1.54)  -0.26


Density functional theory data (the ωB97M-V functional and the def2-TZVPD basis) for a molecular structure, C3H4N2O in a non-equilibrium geometry.

ΔE to the lowest compared entry with this formula, charge and spin = 64.09 kcal per mole
HOMO = -9.4 eV
E = -8201.1062 eV
Kohn-Sham gap = 9.586 eV
Largest force on an atom = 3.33 eV Å⁻¹
E_LUMO = 0.23 eV

Each line ends with the natural charge from an NBO analysis.
Atoms and positions in Å:
C (-1.27, -0.53, -0.15)  -0.74
N (2.04, 0.35, -0.48)  -0.81
C (-0.48, 0.71, 0.07)  0.83
C (1.53, 0.20, 0.67)  0.54
O (-0.64, 1.85, -0.15)  -0.42
N (0.67, 0.30, 1.49)  -0.57
H (2.59, -0.40, -0.87)  0.39
H (-0.64, -1.36, -0.46)  0.26
H (-1.77, -0.81, 0.77)  0.27
H (-2.04, -0.32, -0.90)  0.25


Density functional theory data (the ωB97M-V functional and the def2-TZVPD basis) for a single C3H4N2O molecule in a non-equilibrium geometry.

ΔE to the lowest compared entry with this formula, charge and spin = 140.60 kcal per mole
HOMO (alpha / beta) = -8.8 / -8.8 eV
E = -8197.7885 eV
Kohn-Sham gap (alpha / beta) = 8.527 / 8.527 eV
Largest force on an atom = 1.99 eV Å⁻¹
E_LUMO (alpha / beta) = -0.27 / -0.27 eV

Each line ends with the natural charge from an NBO analysis.
Atoms and positions in Å:
N (-1.97, 0.08, -0.20)  -0.82
C (-0.69, 0.58, -0.11)  -0.07
C (0.48, 0.14, -0.49)  0.12
C (1.72, -0.19, -0.21)  -0.29
N (1.95, -0.64, 1.14)  0.13
O (0.98, -0.67, 1.85)  -0.32
H (-2.65, 0.20, 0.53)  0.40
H (-2.04, -0.81, -0.66)  0.38
H (-0.39, 1.52, -0.67)  0.25
H (2.56, -0.25, -0.89)  0.22


Density functional theory data (the ωB97M-V functional and the def2-TZVPD basis) for a single C3H4N2O molecule.

ΔE to the lowest compared entry with this formula, charge and spin = 112.92 kcal per mole
HOMO (alpha / beta) = -8.6 / -8.6 eV
E = -8198.9887 eV
Kohn-Sham gap (alpha / beta) = 7.844 / 7.845 eV
Largest force on an atom = 0.51 eV Å⁻¹
E_LUMO (alpha / beta) = -0.78 / -0.78 eV

Each line ends with the natural charge from an NBO analysis.
Atoms and positions in Å:
O (1.70, 0.64, -0.93)  -0.69
C (0.62, -0.37, 0.96)  -0.20
C (-0.61, -0.93, 0.75)  -0.27
N (-1.26, -0.26, -0.32)  -0.17
N (-0.64, 0.67, -0.88)  -0.07
C (0.62, 0.72, -0.06)  0.06
H (2.33, 0.09, -0.44)  0.49
H (-1.11, -1.79, 1.17)  0.21
H (-2.19, -0.49, -0.68)  0.41
H (0.54, 1.71, 0.42)  0.21


Density functional theory data (the ωB97M-V functional and the def2-TZVPD basis) for a single C3H4N2O molecule.

ΔE to the lowest compared entry with this formula, charge and spin = 4.65 kcal per mole
HOMO = -10.5 eV
E = -8203.6836 eV
Kohn-Sham gap = 11.200 eV
Largest force on an atom = 0.92 eV Å⁻¹
E_LUMO = 0.72 eV

Each line ends with the natural charge from an NBO analysis.
Atoms and positions in Å:
N (1.08, -0.31, -0.88)  -0.83
C (0.48, -0.79, 0.24)  0.69
O (0.81, -1.78, 0.86)  -0.59
C (-0.77, 0.04, 0.73)  -0.62
C (-0.98, 1.24, -0.06)  0.28
N (-0.98, 2.13, -0.80)  -0.33
H (1.91, -0.79, -1.24)  0.42
H (0.76, 0.55, -1.30)  0.42
H (-1.67, -0.59, 0.68)  0.28
H (-0.62, 0.31, 1.79)  0.28


Density functional theory data (the ωB97M-V functional and the def2-TZVPD basis) for a single C3H4N2O molecule.

ΔE to the lowest compared entry with this formula, charge and spin = 29.86 kcal per mole
HOMO = -9.0 eV
E = -8202.5905 eV
Kohn-Sham gap = 9.856 eV
Largest force on an atom = 0.38 eV Å⁻¹
E_LUMO = 0.87 eV

Each line ends with the natural charge from an NBO analysis.
Atoms and positions in Å:
O (2.00, -0.53, -0.11)  -0.68
C (0.69, -0.14, -0.07)  0.16
C (-0.39, -0.98, 0.07)  -0.11
N (-1.48, -0.17, -0.01)  -0.32
N (-1.19, 1.12, -0.17)  -0.25
C (0.14, 1.15, -0.21)  -0.12
H (2.49, -0.05, 0.58)  0.48
H (-0.47, -2.05, 0.18)  0.22
H (-2.44, -0.44, 0.10)  0.41
H (0.65, 2.09, -0.36)  0.21